No. 1
Below is a 6-piece molecular cluster, C45H96BF4N5O2 overall in a non-equilibrium geometry, with properties calculated with ωB97M-V/def2-TZVPD.

Summary:
HOMO-LUMO gap: 4.6665 eV
E_HOMO: -15.02 eV
relative energy (zero: lowest compared OMol25 entry of this formula, charge and spin): 0.0 kJ/mol
net charge: +4

XYZ file:
```
153
Properties=species:S:1:pos:R:3:forces:R:3
C -7.376843 -6.178644 1.152457 -1.805 1.107 0.528
C -8.979101 -6.375916 1.160792 1.035 -0.543 -0.894
C -9.550769 -6.894121 2.465767 -0.514 -1.180 1.214
C -10.959596 -7.700813 2.360600 1.700 1.552 0.593
N -11.564682 -8.183635 3.721289 -0.140 -0.735 0.119
C -12.954796 -8.878107 3.525172 0.493 -0.165 -1.392
C -12.720669 -10.421018 3.555856 -1.280 1.431 -0.865
C -11.696140 -10.574328 4.591659 1.481 0.511 1.131
C -10.715080 -9.371880 4.289833 -0.221 -0.677 0.506
C -11.674660 -7.030915 4.725146 0.860 -0.876 -0.551
H -6.908903 -6.700934 0.317977 0.008 -0.388 0.546
H -7.014143 -6.373135 2.161778 0.409 -0.657 -0.292
H -7.111253 -5.131088 1.010372 -0.246 0.142 -0.156
H -9.123045 -7.125428 0.382589 -0.447 0.068 -0.139
H -9.539192 -5.479477 0.894719 0.291 0.056 -0.297
H -9.616261 -6.039451 3.139089 -0.383 -0.046 0.156
H -8.814998 -7.552976 2.926896 0.034 -0.229 0.058
H -10.779782 -8.560990 1.715726 -0.427 -0.037 0.165
H -11.598501 -6.950425 1.894968 -0.683 -0.535 0.151
H -13.671674 -8.609224 4.300984 0.502 0.233 0.259
H -13.334171 -8.473176 2.586972 -0.127 -0.227 -0.003
H -13.706136 -10.850001 3.737276 0.218 -0.359 0.107
H -12.296170 -10.859911 2.652930 -0.385 0.414 -0.420
H -12.029281 -10.516591 5.627899 -0.370 0.369 -0.050
H -11.240400 -11.563682 4.551969 0.513 0.239 -0.233
H -10.205479 -9.112004 5.217662 -0.016 0.500 -0.239
H -9.961693 -9.624151 3.543596 -0.182 0.041 -0.022
H -12.187706 -6.165051 4.306611 -0.213 -0.347 -0.127
H -10.642440 -6.749051 4.932924 -0.212 0.076 0.261
H -12.161676 -7.425326 5.616971 0.027 0.185 -0.115
C 1.581843 1.751768 8.540394 -1.042 0.375 -1.157
C 0.449873 2.195571 7.486135 1.404 0.662 2.694
C -0.212191 1.004276 6.931217 -0.119 -0.568 -1.331
C -1.201807 1.425669 5.851774 -0.925 -1.619 -0.940
N -2.343106 0.379595 5.592062 -0.310 1.212 -1.159
C -3.192931 0.952555 4.342900 1.151 -0.060 -1.653
C -4.619869 1.293870 4.699829 0.949 -1.108 1.440
C -4.702850 0.297683 5.926491 -1.883 1.949 -0.536
C -3.400048 0.474594 6.678920 0.085 -1.240 -0.387
C -1.791195 -1.026821 5.340038 -1.378 0.424 -0.741
H 1.147456 1.045707 9.248130 -0.084 0.092 0.068
H 1.991153 2.593261 9.099360 -0.068 -0.021 -0.162
H 2.389297 1.222194 8.034729 0.062 0.114 -0.078
H 0.848022 2.850653 6.711252 0.154 -0.100 -0.061
H -0.288232 2.778604 8.036942 -0.005 0.239 0.069
H -0.590014 0.313328 7.684828 -0.270 0.259 0.116
H 0.574181 0.483262 6.385089 -0.061 -0.583 0.096
H -0.639058 1.459259 4.918881 -0.192 0.101 -0.139
H -1.772510 2.352796 5.905141 0.382 0.143 0.690
H -3.251366 0.199425 3.557105 0.413 -0.448 0.365
H -2.646477 1.764458 3.863001 0.322 0.015 0.454
H -5.311581 1.122848 3.874971 0.162 -0.499 0.110
H -4.802004 2.329369 4.987349 0.337 -0.055 0.376
H -4.891375 -0.730670 5.618179 0.230 0.039 -0.034
H -5.592158 0.659814 6.442330 0.191 -0.515 0.752
H -3.286957 -0.373877 7.353756 0.320 0.365 0.319
H -3.228867 1.438790 7.157563 -0.462 -0.180 0.140
H -2.589212 -1.650618 4.937370 -0.391 0.224 0.148
H -1.478211 -1.546939 6.245379 0.515 0.634 -0.055
H -1.106666 -0.979481 4.493127 0.525 0.130 0.541
C 2.481843 -2.874054 -7.241789 -0.384 -0.448 0.673
C 1.027254 -2.549536 -7.532785 0.436 0.194 0.356
C 0.796339 -1.083331 -7.888896 -1.890 0.072 -1.006
C 0.778568 -0.919714 -9.439757 1.068 1.447 0.546
N 0.809368 0.576345 -9.887941 -1.352 -0.962 0.883
C 0.689495 0.727295 -11.408203 1.516 -0.194 1.459
C 1.479606 1.996073 -11.702995 0.369 0.769 -0.724
C 2.132491 2.557579 -10.405218 -0.658 -0.936 -0.161
C 2.092239 1.305722 -9.496038 -0.075 0.707 0.206
C -0.455746 1.205863 -9.264659 2.238 0.457 -0.587
H 3.182077 -2.421480 -7.943894 0.044 -0.293 -0.095
H 2.532692 -3.961974 -7.197411 0.594 0.004 -0.353
H 2.731375 -2.560906 -6.228005 0.140 0.319 -0.067
H 0.433147 -2.814758 -6.658252 0.005 0.125 0.047
H 0.666794 -3.219735 -8.313174 -0.128 0.242 -0.305
H 1.354655 -0.322994 -7.342749 0.808 -0.406 -0.195
H -0.216703 -0.841396 -7.567483 -0.236 -0.120 0.028
H -0.131644 -1.322690 -9.883855 0.189 -0.177 0.057
H 1.679089 -1.353830 -9.874156 -0.134 -0.194 -0.160
H -0.358426 0.770639 -11.704987 0.263 -0.405 0.004
H 1.270433 -0.140737 -11.719865 -0.635 -0.055 -0.774
H 0.849691 2.698304 -12.249044 0.175 0.216 0.197
H 2.313031 1.754021 -12.362487 -0.206 -0.066 -0.188
H 1.601461 3.396145 -9.954771 -0.216 -0.139 -0.059
H 3.134451 2.927204 -10.623279 0.009 -0.294 0.197
H 2.117826 1.550958 -8.434297 -0.531 -0.018 -0.016
H 2.963955 0.661817 -9.612675 -0.274 -0.306 -0.555
H -1.336982 0.740640 -9.706352 0.156 -0.043 0.325
H -0.337991 2.237222 -9.597105 -0.693 0.155 0.428
H -0.312804 1.083934 -8.190976 -0.630 0.302 -0.203
C 1.919802 6.776663 -1.391172 0.444 0.866 -0.211
C 3.330414 7.426784 -1.000244 -1.865 -1.704 -0.544
C 4.465873 6.880247 -1.902868 -0.196 -0.402 -0.715
C 5.771795 7.625076 -1.766128 0.951 0.002 -0.542
C 5.603504 9.075879 -2.202125 -1.201 -1.037 2.034
C 4.482883 9.743591 -1.293161 0.388 1.725 -3.172
N 3.257429 8.917057 -1.162103 -6.581 3.226 2.012
O 2.015279 9.591008 -0.980998 8.218 -4.785 -1.332
C 4.129216 11.040387 -2.084446 -0.750 -0.665 0.744
C 4.990124 9.992886 0.101411 0.006 -0.609 1.092
C 3.508696 6.980999 0.485393 1.336 1.315 0.889
H 2.045348 5.769630 -1.788968 0.392 -0.052 0.359
H 1.398335 7.316270 -2.181742 0.163 0.274 0.056
H 1.272101 6.748801 -0.514927 0.053 0.020 -0.160
H 4.092681 6.824945 -2.925495 0.017 0.937 -0.381
H 4.578483 5.799974 -1.810990 -0.022 -0.042 1.138
H 6.617097 7.248757 -2.342276 -0.447 -0.593 -0.599
H 6.219263 7.483757 -0.782304 -0.432 0.442 0.444
H 5.271321 9.118594 -3.239394 0.340 0.148 0.029
H 6.524150 9.618985 -1.988722 -0.186 0.261 -0.387
H 5.054857 11.610771 -2.161637 -0.347 0.279 0.177
H 3.279038 11.527671 -1.607095 0.521 0.592 0.066
H 3.785990 10.791965 -3.088730 0.149 -0.145 -0.036
H 5.498500 9.074009 0.393473 -0.225 0.044 0.597
H 4.147524 10.232702 0.749970 0.211 -0.061 0.247
H 5.741635 10.773669 0.218541 -0.208 0.222 -0.698
H 3.200024 7.744077 1.199913 -0.830 -0.056 -0.159
H 4.558746 6.936597 0.774368 0.284 -0.330 -0.472
H 3.058807 6.018086 0.727275 -0.185 0.228 -0.488
C 6.577417 -0.153111 -1.286540 1.045 -1.397 1.588
C 7.552206 -0.361987 -0.015181 -0.308 1.006 -0.919
C 7.469562 0.913813 0.884548 -0.271 -0.030 0.654
C 7.598960 0.661639 2.383623 -0.032 1.441 -0.502
C 6.573188 -0.341393 2.772240 1.118 -0.546 -0.177
C 7.037349 -1.727212 2.307599 -1.357 -1.132 1.620
N 7.071022 -1.636911 0.774931 0.518 -6.900 -4.235
O 6.962359 -2.846176 0.053384 0.546 8.419 4.861
C 5.928900 -2.726310 2.778470 -0.350 -1.304 -1.394
C 8.454463 -2.252782 2.752076 0.167 0.093 -0.728
C 9.071432 -0.614408 -0.368841 -1.225 -0.472 0.061
H 6.970043 0.466354 -2.092889 0.306 0.369 0.601
H 5.680605 0.249401 -0.815574 -0.266 -0.185 -0.746
H 6.463550 -1.138023 -1.739399 -0.548 0.060 0.063
H 6.513993 1.436742 0.845557 -0.354 -0.442 -0.721
H 8.167377 1.689955 0.570272 0.388 -0.461 -0.372
H 7.242476 1.559933 2.887682 0.677 0.426 -0.070
H 8.629450 0.462941 2.678090 -0.201 -0.181 0.300
H 5.642194 -0.135660 2.244032 -0.227 0.116 0.233
H 6.418989 -0.223412 3.844805 -0.185 -0.908 -0.007
H 6.057637 -3.750864 2.429462 0.725 -0.029 -0.172
H 4.957776 -2.528880 2.324552 -0.040 0.722 0.030
H 5.750663 -2.878420 3.842985 0.632 0.877 0.136
H 9.281236 -1.574511 2.541109 -0.182 0.021 -0.494
H 8.599211 -3.198511 2.229827 0.183 0.076 -0.077
H 8.635096 -2.471181 3.804578 -1.095 0.154 0.234
H 9.382993 0.170077 -1.058477 -0.060 0.151 0.296
H 9.185293 -1.558711 -0.901213 0.059 -0.065 0.216
H 9.632154 -0.597222 0.565717 0.259 -0.007 -0.319
B 0.956767 -0.802982 -0.614283 -0.241 -0.891 -1.676
F 1.911623 -1.737324 -0.310736 1.219 -1.317 0.668
F 1.049802 -0.476241 -1.948132 0.488 0.395 -2.211
F -0.303829 -1.299423 -0.448101 -1.641 -0.698 1.019
F 1.183648 0.318846 0.069384 0.355 2.680 2.347
```
Forces are in eV/Å.

***

No. 2
Below is a 2-piece molecular cluster, C4H7NO2 overall, with properties calculated with ωB97M-V/def2-TZVPD.

Summary:
HOMO-LUMO gap (alpha / beta): 7.9722 / 7.9708 eV
E_HOMO (alpha / beta): -7.87 / -7.87 eV
relative energy (zero: lowest compared OMol25 entry of this formula, charge and spin): 338.8 kJ/mol
net charge: 0

XYZ file:
```
14
Properties=species:S:1:pos:R:3:forces:R:3
O -0.547628 -1.406769 2.287557 -0.141 0.039 0.036
C -0.061050 -0.427900 1.427750 0.068 0.051 -0.142
C 0.944811 -0.817460 0.398490 -0.028 0.126 -0.161
N 0.579605 -0.220347 -0.707913 0.126 -0.136 0.123
C -0.622559 0.467438 -0.685846 -0.136 -0.024 0.047
C -1.184534 0.236036 0.593313 -0.104 0.105 0.067
O -2.295057 0.415675 1.088198 0.279 -0.037 -0.182
H -1.488711 -1.168564 2.389061 0.098 -0.102 0.061
H 0.408670 0.412907 1.983325 -0.046 -0.060 -0.071
H 1.887578 -1.336683 0.494737 -0.132 0.065 -0.022
H 1.144982 1.750571 -2.708847 -0.007 0.033 -0.067
H 1.152561 -0.238748 -1.544765 -0.064 -0.001 0.129
H 1.144525 1.508289 -3.412035 0.022 -0.006 0.040
H -1.063194 0.825555 -1.603025 0.065 -0.052 0.140
```
Forces are in eV/Å.

***

No. 3
Below is one molecule with the formula C6H10O, with properties calculated with ωB97M-V/def2-TZVPD.

Summary:
HOMO-LUMO gap: 10.5707 eV
SMILES string: C[C@@H]1[C@@H]2C[C@@H](O)[C@H]12
E_HOMO: -9.52 eV
relative energy (zero: lowest compared OMol25 entry of this formula, charge and spin): 164.2 kJ/mol
net charge: 0

XYZ file:
```
17
Properties=species:S:1:pos:R:3:forces:R:3
C -1.965075 -0.707001 0.296084 0.013 -0.153 -0.003
C -1.114148 0.481799 -0.063674 -0.053 -0.004 0.060
C 0.206915 0.762983 0.574443 0.136 0.134 0.208
C 0.073400 0.583391 -0.961002 -0.087 0.109 -0.357
C 0.948271 -0.670510 -0.913539 0.022 -0.089 -0.030
C 1.327394 -0.287297 0.526858 -0.247 -0.209 0.165
O 2.528687 0.467110 0.573006 0.121 0.034 -0.043
H -2.606114 -0.415008 1.136028 0.074 -0.154 -0.118
H -1.346944 -1.542134 0.633289 -0.118 -0.033 -0.099
H -2.611074 -1.038517 -0.522375 0.100 0.018 0.051
H -1.696573 1.398947 -0.174750 0.085 -0.105 0.268
H 2.264690 1.355964 0.294342 0.377 -0.130 -0.009
H 0.357261 1.602485 1.245254 -0.038 0.295 -0.349
H 0.132692 1.332913 -1.744893 -0.115 -0.062 0.150
H 1.801686 -0.691527 -1.594916 -0.093 0.067 0.167
H 0.387825 -1.608428 -1.000664 0.072 0.151 -0.077
H 1.446588 -1.087096 1.264621 -0.247 0.131 0.015
```
Forces are in eV/Å.

***

No. 4
Below is C37H38N2O6P2PtS as an isolated structure in a non-equilibrium geometry, with properties calculated with ωB97M-V/def2-TZVPD.

Summary:
HOMO-LUMO gap: 7.6075 eV
E_HOMO: -7.85 eV
relative energy (zero: lowest compared OMol25 entry of this formula, charge and spin): 52.7 kJ/mol
net charge: 0

XYZ file:
```
87
Properties=species:S:1:pos:R:3:forces:R:3
Pt 0.171424 1.721225 0.496731 -0.632 0.298 -0.816
C 3.005953 0.582512 -2.556787 -0.072 0.031 0.085
N 1.878919 0.921380 -1.693777 0.058 -0.194 -0.320
P 1.312828 0.095790 -0.337304 0.202 -0.256 -0.460
C 0.518314 -1.445828 -0.797180 -0.064 -0.071 -0.158
C 0.253670 -1.765951 -2.124265 -0.063 -0.050 0.167
C -0.398559 -2.951493 -2.429153 -0.016 -0.044 0.004
C -0.808123 -3.801411 -1.411002 0.018 -0.015 -0.055
C -0.567161 -3.472513 -0.083529 0.022 0.012 0.046
C 0.100446 -2.298545 0.224857 0.032 0.034 -0.032
C 2.753827 -0.413302 0.600271 0.086 -0.094 0.128
C 3.467323 -1.556071 0.236844 0.094 0.005 0.071
C 4.632277 -1.883881 0.911881 0.017 0.038 0.028
C 5.080935 -1.079097 1.954477 -0.034 -0.039 -0.057
C 4.362536 0.047525 2.325788 -0.012 0.013 -0.013
C 3.197711 0.385274 1.650455 0.020 0.038 0.089
P 1.311125 2.487539 -1.318260 0.187 -0.322 0.405
C 2.820080 3.476344 -1.124965 0.032 0.122 0.221
C 3.551946 3.960702 -2.211493 -0.105 -0.041 0.077
C 4.754065 4.614420 -1.999320 0.021 0.010 -0.025
C 5.229499 4.794170 -0.706575 0.062 0.041 -0.021
C 4.503319 4.330732 0.378468 -0.081 -0.059 0.027
C 3.296775 3.674081 0.173169 0.011 0.013 -0.229
C 0.565072 3.123487 -2.823709 -0.104 0.130 0.079
C 0.145855 2.276427 -3.841011 -0.044 -0.115 0.044
C -0.444837 2.805961 -4.978339 0.007 -0.024 -0.023
C -0.634972 4.174602 -5.092064 0.007 0.029 0.028
C -0.237381 5.022160 -4.064990 -0.006 -0.021 -0.006
C 0.362027 4.497927 -2.932108 0.000 0.063 -0.047
H 2.911639 -0.443633 -2.910989 -0.023 -0.038 -0.002
H 3.960455 0.686933 -2.035655 0.016 0.025 0.011
H 3.005332 1.241632 -3.425325 -0.016 -0.014 0.007
H 0.518158 -1.072464 -2.906172 0.050 0.076 -0.102
H -0.605721 -3.201731 -3.461339 -0.002 0.003 0.001
H -1.330524 -4.718750 -1.650764 -0.001 0.004 -0.004
H -0.908074 -4.125030 0.710358 -0.012 0.011 0.006
H 0.283310 -2.034173 1.260039 -0.004 -0.003 0.012
H 3.110112 -2.194754 -0.562592 -0.015 0.014 0.003
H 5.185892 -2.769657 0.629006 0.014 0.005 0.011
H 5.988751 -1.338006 2.483793 0.005 -0.015 -0.002
H 4.702131 0.663722 3.147828 0.004 -0.003 0.008
H 2.617104 1.252100 1.951610 0.046 -0.105 0.002
H 3.170395 3.835707 -3.217704 0.024 0.005 -0.011
H 5.321119 4.989086 -2.841626 -0.003 -0.005 -0.003
H 6.169389 5.307083 -0.546720 -0.004 0.005 -0.002
H 4.871999 4.485739 1.384060 -0.016 -0.007 0.007
H 2.707757 3.310264 1.006768 -0.014 0.032 0.056
H 0.248657 1.205770 -3.720156 -0.018 0.046 -0.016
H -0.771276 2.144930 -5.770683 -0.002 0.002 0.013
H -1.103980 4.583195 -5.977588 0.000 0.004 -0.006
H -0.396428 6.089178 -4.145761 -0.004 0.005 -0.003
H 0.674904 5.159184 -2.132119 -0.001 0.004 -0.003
C -0.341736 4.308203 3.634241 -0.013 -0.030 0.018
C -0.067428 3.293207 2.561242 -0.136 0.103 -0.117
O -0.759040 3.353045 1.485123 0.153 0.081 0.030
O 0.806288 2.409023 2.703630 -0.085 0.047 0.412
H -1.308013 4.090548 4.091659 0.016 -0.018 -0.021
H -0.402122 5.304953 3.201014 0.009 0.001 -0.013
H 0.433242 4.264846 4.394413 -0.006 0.018 0.014
C -1.927907 -6.152654 4.006719 -0.047 0.024 -0.014
C -2.911220 -5.209160 3.365319 0.056 -0.105 0.013
C -2.870110 -3.847307 3.636927 0.002 0.120 -0.001
C -3.796125 -2.977292 3.078879 -0.044 -0.103 -0.016
C -4.765688 -3.479986 2.222300 0.104 -0.228 0.162
C -4.828860 -4.839251 1.938316 0.055 0.119 0.018
C -3.903156 -5.692112 2.514123 -0.004 -0.024 -0.033
S -5.903090 -2.377948 1.458611 -0.269 -0.094 0.245
O -6.103153 -1.294067 2.377481 0.001 0.012 -0.099
O -7.011419 -3.137455 0.949085 0.016 -0.007 0.058
N -5.076110 -1.886699 0.157874 0.053 0.344 -0.403
C -4.171745 -0.733041 0.251218 0.104 -0.184 0.039
C -3.247555 -0.737946 -0.948159 -0.013 -0.033 -0.148
C -2.090949 0.245276 -0.857823 0.129 0.344 0.204
O -1.586145 0.670000 -1.904828 0.031 -0.132 0.523
O -1.722904 0.494721 0.356446 0.264 0.105 -0.159
H -1.006284 -5.639075 4.277944 0.008 0.002 -0.002
H -1.680739 -6.978472 3.339784 0.006 -0.001 -0.001
H -2.348029 -6.581717 4.918860 0.003 -0.001 0.000
H -2.108144 -3.459170 4.302792 -0.006 0.006 0.001
H -3.781882 -1.921643 3.311766 0.013 0.012 0.028
H -5.601830 -5.211351 1.279592 -0.004 0.008 0.002
H -3.950580 -6.753895 2.301494 -0.003 0.002 0.002
H -5.625919 -1.986930 -0.686814 0.039 0.062 0.074
H -3.572129 -0.845572 1.153866 -0.030 0.014 -0.029
H -4.715150 0.208925 0.342043 -0.052 -0.017 -0.021
H -3.782405 -0.552145 -1.883074 0.000 -0.015 0.054
H -2.787961 -1.728354 -1.027440 -0.016 -0.015 -0.039
```
Forces are in eV/Å.